ORCA calculation (ωB97M-V with the def2-TZVPD basis set) on 7 unconnected molecules or ions with the total composition C38H86O19 at a distorted geometry.

Geometry (Å):
1 C 12.25395 -31.66807 -15.57454
2 O 12.07488 -32.23571 -16.83717
3 C 10.70727 -32.56694 -17.11433
4 C 10.40237 -32.30139 -18.56403
5 O 10.68367 -33.31679 -19.46980
6 C 12.07152 -33.64429 -19.56634
7 C 12.18604 -34.94694 -20.35197
8 O 12.38570 -36.06424 -19.51376
9 C 13.73780 -36.27890 -19.20926
10 H 11.73826 -30.71062 -15.44830
11 H 13.31950 -31.52790 -15.38325
12 H 11.94281 -32.35699 -14.77160
13 H 10.06196 -31.96118 -16.47405
14 H 10.55454 -33.62700 -16.87650
15 H 10.90579 -31.34835 -18.80957
16 H 9.34456 -32.03305 -18.65855
17 H 12.45349 -33.82783 -18.55807
18 H 12.63993 -32.83087 -20.02600
19 H 12.97791 -34.85933 -21.10748
20 H 11.23628 -35.11147 -20.86215
21 H 14.30204 -36.57444 -20.11114
22 H 13.81612 -37.14602 -18.55772
23 H 14.22996 -35.38209 -18.81865
24 C 16.11334 -35.15940 -26.00632
25 O 15.39218 -36.35002 -25.79964
26 C 14.56947 -36.40352 -24.65763
27 C 15.27303 -36.27807 -23.33226
28 O 15.89503 -35.01283 -23.16834
29 C 16.19593 -34.68934 -21.80611
30 C 17.56297 -34.09836 -21.75312
31 O 18.48233 -35.11261 -22.05505
32 C 19.81332 -34.79735 -21.75443
33 H 17.05677 -35.09195 -25.45976
34 H 15.51437 -34.28931 -25.71133
35 H 16.32710 -35.04369 -27.06921
36 H 14.06753 -37.36975 -24.68534
37 H 13.82028 -35.59851 -24.73373
38 H 16.14412 -36.94954 -23.33054
39 H 14.59373 -36.49148 -22.50036
40 H 16.16509 -35.63974 -21.25975
41 H 15.40534 -34.03790 -21.42292
42 H 17.71089 -33.66897 -20.74926
43 H 17.65986 -33.26216 -22.45963
44 H 20.24039 -34.04473 -22.43291
45 H 20.39387 -35.71259 -21.84980
46 H 19.95380 -34.40341 -20.73886
47 C 17.60147 -39.13907 -24.58381
48 O 18.68103 -39.41156 -25.46704
49 C 19.63495 -38.38034 -25.47934
50 C 20.48956 -38.25770 -24.21173
51 O 21.48308 -39.26909 -24.06426
52 C 20.98512 -40.59222 -23.88935
53 C 22.15276 -41.52351 -23.73974
54 O 22.98862 -41.09402 -22.70917
55 C 24.08115 -41.97703 -22.51731
56 H 17.95037 -39.10318 -23.54657
57 H 16.96423 -40.01704 -24.66280
58 H 17.14298 -38.18196 -24.84353
59 H 19.10812 -37.41169 -25.52206
60 H 20.31021 -38.54212 -26.31709
61 H 19.84820 -38.24476 -23.32090
62 H 21.08033 -37.34391 -24.26314
63 H 20.46110 -40.83073 -24.81848
64 H 20.32349 -40.64117 -23.02024
65 H 22.70816 -41.62593 -24.68509
66 H 21.73447 -42.53271 -23.56769
67 H 24.62993 -42.06946 -23.45771
68 H 23.72487 -42.93371 -22.12189
69 H 24.71783 -41.53510 -21.75280
70 C 15.51960 -31.77288 -29.62272
71 O 16.23351 -32.83793 -29.03316
72 C 16.63520 -33.83299 -29.93133
73 C 17.92863 -33.54269 -30.66795
74 O 17.87920 -32.51200 -31.62998
75 C 17.17746 -32.84247 -32.84224
76 C 18.02277 -33.65428 -33.77618
77 O 17.92155 -35.01573 -33.44758
78 C 18.37720 -35.88466 -34.45093
79 H 16.00416 -31.41355 -30.53103
80 H 15.44747 -30.99563 -28.86362
81 H 14.48469 -32.05746 -29.86565
82 H 15.82757 -34.06478 -30.64590
83 H 16.78756 -34.76880 -29.38599
84 H 18.32304 -34.48281 -31.06862
85 H 18.64246 -33.23188 -29.89691
86 H 17.00813 -31.85566 -33.27349
87 H 16.23640 -33.34476 -32.61684
88 H 19.04935 -33.26812 -33.74134
89 H 17.66654 -33.50573 -34.81025
90 H 18.44352 -36.88603 -34.03143
91 H 19.32940 -35.57773 -34.89025
92 H 17.62715 -35.95276 -35.25588
93 C 16.57160 -38.83381 -20.96893
94 O 17.11522 -39.10131 -19.68719
95 C 18.52822 -39.24449 -19.66798
96 C 19.08215 -40.33818 -20.56437
97 O 18.54577 -41.59954 -20.26485
98 C 19.15906 -42.25806 -19.18614
99 C 18.97298 -43.76254 -19.32044
100 O 20.09047 -44.41027 -19.88919
101 C 20.14724 -44.31586 -21.29308
102 H 15.49233 -38.93098 -20.81455
103 H 16.76982 -39.57355 -21.74596
104 H 16.78612 -37.80075 -21.25218
105 H 18.77044 -39.47768 -18.62849
106 H 18.99190 -38.27612 -19.90917
107 H 20.17438 -40.37236 -20.46918
108 H 18.79898 -40.08387 -21.58629
109 H 18.70826 -41.96803 -18.22511
110 H 20.23806 -42.06888 -19.13047
111 H 18.08873 -43.96097 -19.94714
112 H 18.72858 -44.23614 -18.36983
113 H 19.27713 -44.79893 -21.75982
114 H 21.01816 -44.89554 -21.59749
115 H 20.21156 -43.28272 -21.64536
116 O 25.39468 -34.50185 -21.19108
117 C 25.64729 -34.23294 -22.33351
118 O 25.22314 -34.96250 -23.38088
119 C 24.50718 -36.15880 -23.07347
120 C 23.04544 -35.86163 -22.76533
121 C 26.44079 -33.03276 -22.77910
122 H 25.00149 -36.74618 -22.30304
123 H 24.51274 -36.74701 -23.99171
124 H 22.92750 -35.35862 -21.80156
125 H 22.47270 -36.78240 -22.64082
126 H 22.64762 -35.21407 -23.54471
127 H 27.00417 -33.27337 -23.68409
128 H 27.20545 -32.81235 -22.03821
129 H 25.79726 -32.18666 -23.00110
130 O 14.26023 -31.67541 -21.55801
131 C 13.43271 -31.09400 -22.20858
132 O 12.70005 -30.06511 -21.74994
133 C 13.08960 -29.55698 -20.46592
134 C 12.49116 -28.17214 -20.29203
135 C 13.05565 -31.43010 -23.61337
136 H 14.16811 -29.51064 -20.32940
137 H 12.67578 -30.21637 -19.70026
138 H 11.41356 -28.20437 -20.43114
139 H 12.95787 -27.45769 -20.96968
140 H 12.74207 -27.84199 -19.28231
141 H 11.98337 -31.67124 -23.63187
142 H 13.58831 -32.26023 -24.06050
143 H 13.05782 -30.55443 -24.26602

Force components x, y, z for each atom (eV/Å):
C 0.373 -0.440 0.955
O -0.201 0.133 -0.319
C 0.664 -0.345 0.330
C -0.460 1.339 0.025
O 0.140 -0.247 -0.208
C -0.215 -0.354 0.273
C -0.173 0.333 -0.070
O -0.089 -0.130 -0.019
C 0.440 -0.358 -0.695
H -0.079 -0.008 -0.107
H -0.002 0.163 -0.376
H -0.270 0.146 -0.135
H -0.125 0.035 -0.069
H -0.150 0.057 0.032
H 0.245 -0.256 -0.158
H -0.046 -0.498 -0.078
H 0.223 0.117 -0.090
H -0.096 0.084 0.014
H 0.048 -0.163 0.055
H 0.032 0.026 -0.073
H -0.128 0.188 -0.031
H -0.089 0.281 0.401
H -0.047 -0.116 0.338
C -0.147 0.874 -0.110
O 0.351 -0.654 -0.023
C -0.224 0.807 -0.088
C 1.468 0.020 -0.034
O -0.679 0.757 -0.032
C -0.745 -0.839 -0.828
C -0.028 0.662 0.288
O 0.094 -0.288 0.239
C 0.481 0.228 -0.030
H -0.063 -0.269 0.164
H 0.028 -0.031 0.017
H -0.089 -0.281 -0.021
H -0.062 -0.013 -0.056
H -0.079 -0.129 0.074
H -0.536 -0.632 0.218
H -0.091 -0.123 -0.109
H 0.253 0.262 0.363
H 0.249 0.218 0.112
H 0.216 -0.212 -0.003
H -0.102 -0.078 -0.056
H -0.158 -0.070 -0.098
H -0.005 -0.004 -0.028
H -0.240 -0.126 0.047
C 0.767 -0.505 -0.041
O -0.050 -0.097 0.028
C 0.190 0.636 0.953
C 0.321 -0.926 -0.112
O -0.008 0.185 0.128
C 0.310 0.776 -0.780
C -0.241 -0.506 -0.380
O 0.161 -0.174 0.372
C -0.397 0.502 0.291
H -0.039 0.149 0.000
H -0.445 0.327 -0.099
H -0.356 -0.181 -0.060
H 0.137 -0.017 -0.537
H -0.184 0.087 -0.223
H 0.040 0.183 0.031
H -0.306 0.185 -0.012
H -0.329 -0.511 0.356
H -0.069 -0.043 -0.043
H 0.046 0.328 0.029
H 0.124 0.073 0.269
H 0.129 -0.328 0.070
H 0.113 -0.194 -0.315
H 0.077 0.069 -0.105
C -0.382 -0.021 0.087
O 0.092 0.057 0.279
C -0.351 -0.557 -0.770
C 0.394 -0.276 0.780
O -0.308 -0.169 -0.278
C 0.659 0.717 0.885
C -0.274 0.059 -0.795
O 0.290 -0.169 0.465
C -0.566 -0.234 -0.465
H 0.066 0.176 0.123
H 0.173 0.138 -0.140
H 0.123 -0.197 -0.060
H 0.005 0.132 0.079
H 0.039 0.166 0.242
H -0.148 0.054 -0.273
H 0.016 0.218 -0.205
H -0.287 -0.132 -0.217
H -0.104 0.019 -0.171
H 0.094 -0.241 0.083
H -0.048 0.026 0.104
H 0.235 0.059 0.145
H 0.106 -0.012 0.145
H 0.183 0.169 -0.034
C -1.097 0.028 0.872
O 0.399 -0.577 -0.453
C -0.072 0.277 0.509
C -0.290 0.481 0.231
O 0.003 -0.224 -0.491
C -0.227 -0.555 0.790
C -0.570 -0.162 -0.644
O 0.030 -0.128 0.298
C -0.049 -0.400 -0.096
H 0.002 0.291 -0.055
H 0.558 0.094 0.049
H 0.253 -0.132 -0.395
H 0.001 0.093 0.000
H 0.132 -0.110 -0.128
H 0.019 0.216 -0.169
H 0.204 -0.310 -0.127
H 0.050 0.289 -0.156
H -0.025 0.177 -0.100
H 0.041 0.225 -0.001
H 0.503 0.059 0.169
H -0.076 0.181 0.085
H 0.115 0.228 -0.066
H 0.077 0.003 -0.002
O 0.054 -0.134 0.211
C -0.159 0.283 -0.145
O 0.388 0.065 0.018
C -0.954 -0.504 -0.400
C 0.267 0.122 0.894
C 0.766 -0.539 -0.432
H 0.049 0.244 0.183
H 0.310 0.085 -0.033
H 0.217 0.206 -0.132
H 0.085 -0.063 -0.452
H -0.236 -0.174 -0.073
H -0.306 -0.005 -0.103
H -0.372 0.294 0.285
H -0.043 0.083 0.215
O 0.189 0.016 0.231
C -0.038 -0.177 -0.364
O 0.559 0.140 -0.064
C -0.603 0.380 0.623
C 0.468 -0.262 0.020
C -1.266 0.174 -0.593
H 0.067 -0.272 -0.339
H 0.182 -0.127 -0.017
H -0.038 0.178 0.018
H -0.197 -0.020 -0.168
H -0.242 0.033 0.043
H 0.153 -0.214 0.236
H 0.337 0.035 0.252
H 0.495 0.049 0.135

Results
Maximum force in eV/A: 1.47
SMILES string: CCOC(C)=O.CCOC(C)=O.COCCOCCOC.COCCOCCOC.COCCOCCOC.COCCOCCOC.COCCOCCOC
Charge: 0
HOMO energy in eV: -9.0

Löwdin atomic charge list, values in e, 8 entries: -0.133 -0.206 -0.186 -0.220 -0.117 -0.153 -0.181 -0.172